{"formula": "C42H52CaN5PSSiTe", "method": "the ωB97M-V functional and the def2-TZVPD basis", "total_charge": -2, "homo_ev": -1.385, "relative_energy_kcal_mol": 39.70, "largest_force_ha_per_bohr": 0.0268, "symbols": ["Ca", "C", "C", "N", "N", "C", "N", "S", "C", "C", "C", "C", "C", "N", "H", "H", "H", "H", "H", "H", "H", "H", "H", "H", "C", "C", "C", "P", "C", "C", "C", "C", "C", "C", "C", "C", "C", "C", "N", "C", "C", "C", "C", "C", "C", "C", "C", "C", "H", "H", "H", "H", "H", "H", "H", "H", "H", "H", "H", "H", "H", "H", "H", "H", "H", "H", "H", "H", "H", "H", "H", "H", "H", "H", "H", "H", "H", "H", "H", "Te", "C", "C", "C", "C", "C", "C", "Si", "C", "C", "C", "C", "C", "C", "H", "H", "H", "H", "H", "H", "H", "H", "H", "H", "H"], "positions_angstrom": [[-0.895, 0.928, 0.180], [-1.420, 5.051, 1.477], [-1.501, 3.637, 0.940], [-0.896, 2.647, 1.686], [0.341, 3.014, 2.208], [0.725, 2.714, 3.450], [2.044, 2.929, 3.737], [-0.320, 2.190, 4.662], [-2.834, 3.198, 0.459], [-3.918, 4.087, 0.322], [-5.127, 3.629, -0.137], [-5.284, 2.273, -0.430], [-4.205, 1.449, -0.183], [-3.037, 1.875, 0.282], [-0.390, 5.282, 1.741], [-2.027, 5.125, 2.388], [-1.742, 5.787, 0.743], [1.066, 3.275, 1.532], [2.286, 2.584, 4.652], [2.745, 2.657, 3.013], [-3.782, 5.135, 0.542], [-5.955, 4.318, -0.261], [-6.213, 1.868, -0.808], [-4.278, 0.378, -0.344], [-3.119, -2.301, 3.914], [-2.321, -1.058, 3.531], [-3.260, 0.097, 3.195], [-1.044, -1.195, 2.173], [0.509, -1.574, 3.114], [0.480, -2.746, 4.090], [1.655, -1.724, 2.124], [-1.353, -2.651, 1.125], [-1.552, -3.935, 1.622], [-1.683, -5.058, 0.817], [-1.909, -6.424, 1.400], [-1.581, -4.860, -0.562], [-1.380, -3.614, -1.102], [-1.270, -2.445, -0.294], [-1.061, -1.219, -0.807], [-1.087, -1.021, -2.192], [-2.277, -1.123, -2.939], [-3.560, -1.601, -2.312], [-2.277, -0.768, -4.281], [-1.135, -0.302, -4.919], [-1.170, 0.138, -6.357], [0.034, -0.216, -4.177], [0.083, -0.573, -2.837], [1.391, -0.471, -2.095], [-3.871, -2.037, 4.664], [-2.495, -3.090, 4.333], [-3.642, -2.714, 3.047], [-1.714, -0.740, 4.390], [-3.867, -0.138, 2.316], [-2.697, 1.009, 2.995], [-3.940, 0.283, 4.032], [0.660, -0.650, 3.688], [0.389, -3.694, 3.557], [-0.338, -2.664, 4.807], [1.414, -2.776, 4.657], [1.492, -2.580, 1.462], [2.592, -1.884, 2.660], [1.782, -0.833, 1.505], [-1.606, -4.075, 2.695], [-1.885, -6.386, 2.490], [-1.142, -7.135, 1.079], [-2.878, -6.839, 1.107], [-1.653, -5.715, -1.230], [-1.285, -3.506, -2.176], [-3.504, -1.559, -1.225], [-3.767, -2.641, -2.580], [-4.402, -0.993, -2.650], [-3.208, -0.835, -4.836], [-2.093, -0.181, -6.843], [-0.331, -0.273, -6.921], [-1.112, 1.226, -6.430], [0.941, 0.154, -4.647], [2.158, -1.085, -2.572], [1.300, -0.813, -1.065], [1.764, 0.556, -2.080], [-0.602, 3.742, -1.331], [5.295, -2.457, -1.701], [5.021, -2.472, -0.340], [4.636, -1.305, 0.302], [4.481, -0.093, -0.378], [4.775, -0.107, -1.744], [5.177, -1.262, -2.397], [3.887, 1.472, 0.591], [4.201, 2.783, -0.782], [3.228, 3.276, -1.650], [3.523, 4.223, -2.620], [4.819, 4.696, -2.763], [5.810, 4.223, -1.912], [5.494, 3.295, -0.932], [5.599, -3.364, -2.212], [5.108, -3.396, 0.222], [4.454, -1.332, 1.370], [4.670, 0.808, -2.316], [5.389, -1.230, -3.461], [2.383, 1.225, 0.349], [2.204, 2.932, -1.559], [2.728, 4.595, -3.255], [5.055, 5.433, -3.524], [6.828, 4.588, -2.007], [6.277, 2.952, -0.260]], "lowdin_charge": [1.03, -0.14, -0.76, -0.24, -0.07, -0.94, 0.04, 0.48, -0.39, -0.04, -0.08, -0.08, -0.15, -0.04, 0.06, 0.09, 0.05, 0.12, 0.05, 0.01, 0.10, 0.10, 0.09, 0.09, -0.13, -0.55, -0.16, 1.05, -0.55, -0.12, -0.13, -0.29, -0.09, -0.31, -0.08, -0.07, -0.03, -0.34, -0.13, -0.26, -0.21, -0.06, -0.03, -0.29, -0.07, -0.02, -0.20, -0.04, 0.07, 0.05, 0.07, 0.08, 0.06, 0.02, 0.07, 0.08, 0.06, 0.06, 0.07, 0.08, 0.07, 0.04, 0.08, 0.06, 0.07, 0.07, 0.10, 0.11, 0.06, 0.08, 0.07, 0.11, 0.06, 0.07, 0.08, 0.12, 0.08, 0.06, 0.06, 0.39, -0.13, -0.12, -0.16, -0.37, -0.13, -0.12, 0.60, -0.41, -0.16, -0.11, -0.13, -0.13, -0.16, 0.08, 0.09, 0.06, 0.09, 0.09, -0.10, -0.03, 0.09, 0.08, 0.08, 0.08]}